Density functional theory data (ωB97M-V/def2-TZVPD) for C40H61As3N6OPbSSbSe4 as an isolated structure in a non-equilibrium geometry.

Last column: Mulliken charge in e.
Geometry (Å):
1 Pb 0.015 0.090 -0.556  1.079
2 O 1.546 -1.394 -1.801  -0.313
3 N 1.350 -1.653 -3.071  0.581
4 C 2.350 -2.244 -3.747  -0.374
5 C 2.303 -2.431 -5.104  -0.968
6 C 1.168 -2.011 -5.797  -0.514
7 C 0.119 -1.477 -5.089  -0.827
8 C 0.201 -1.303 -3.702  0.152
9 S -1.124 -0.645 -2.834  -0.533
10 H 3.194 -2.519 -3.135  0.493
11 H 3.127 -2.897 -5.619  0.502
12 H 1.113 -2.110 -6.870  0.436
13 H -0.789 -1.155 -5.574  0.530
14 C 3.579 3.190 -0.664  -1.392
15 As 2.439 1.667 -1.241  1.035
16 C 3.974 0.469 -1.518  -1.180
17 C 2.049 2.056 -3.149  -1.398
18 C 1.100 3.196 -3.586  2.880
19 C 1.326 3.342 -5.097  -2.055
20 C -0.379 2.876 -3.356  -1.327
21 As -1.024 2.589 -1.508  0.801
22 C -1.283 4.386 -0.707  -1.448
23 C -2.900 2.304 -1.978  -1.223
24 C 1.472 4.464 -2.824  -1.312
25 As 0.752 6.325 -3.137  0.410
26 C -0.854 6.214 -4.296  -1.113
27 C 1.987 6.841 -4.581  -1.172
28 H 4.320 3.411 -1.432  0.416
29 H 4.101 2.888 0.245  0.476
30 H 3.011 4.090 -0.446  0.340
31 H 4.619 0.834 -2.319  0.439
32 H 3.624 -0.529 -1.757  -0.030
33 H 4.553 0.412 -0.594  0.455
34 H 1.677 1.112 -3.566  -0.142
35 H 3.025 2.244 -3.612  0.783
36 H 1.201 2.374 -5.580  0.383
37 H 2.334 3.696 -5.304  0.502
38 H 0.619 4.034 -5.543  0.328
39 H -0.650 1.955 -3.887  0.405
40 H -0.983 3.680 -3.779  0.394
41 H -1.478 5.146 -1.465  0.357
42 H -0.430 4.694 -0.106  0.319
43 H -2.154 4.316 -0.053  0.522
44 H -3.303 3.160 -2.524  0.386
45 H -3.479 2.166 -1.064  0.318
46 H -2.999 1.408 -2.592  0.340
47 H 2.555 4.612 -2.892  0.702
48 H 1.245 4.257 -1.768  -0.644
49 H -1.730 5.846 -3.764  0.304
50 H -0.705 5.620 -5.193  0.292
51 H -1.073 7.236 -4.607  0.443
52 H 3.017 6.797 -4.231  0.329
53 H 1.787 7.866 -4.888  0.417
54 H 1.882 6.197 -5.450  0.325
55 N -1.991 4.648 4.266  -0.489
56 C -1.746 3.674 3.364  0.777
57 C -0.449 3.454 2.873  -1.047
58 C -0.231 2.455 1.958  -0.387
59 N -1.189 1.650 1.495  1.776
60 C -2.418 1.840 1.975  -0.903
61 C -2.749 2.820 2.882  -1.170
62 H -1.268 5.301 4.509  0.205
63 H -2.922 4.818 4.606  0.202
64 H 0.359 4.082 3.210  0.492
65 H 0.764 2.281 1.562  0.152
66 H -3.178 1.169 1.595  0.325
67 H -3.770 2.936 3.206  0.484
68 Se -4.938 -5.034 0.457  -0.370
69 Sb -4.370 -3.069 1.679  0.604
70 Se -2.856 -1.501 0.299  -0.205
71 Se -4.857 -2.329 3.896  -0.345
72 Se -0.992 -1.409 1.870  -0.010
73 C -1.690 -1.024 5.386  -0.914
74 C -0.832 0.192 5.056  0.833
75 N 0.571 -0.064 5.319  0.496
76 C 0.998 0.052 6.698  -0.787
77 C 1.520 1.449 7.036  -1.102
78 C 1.370 -0.465 4.320  0.980
79 C 2.796 -0.822 4.651  -1.629
80 N 0.918 -0.525 3.111  0.448
81 H -2.738 -0.808 5.189  0.246
82 H -1.596 -1.314 6.430  0.364
83 H -1.378 -1.865 4.764  0.168
84 H -1.143 1.062 5.642  0.415
85 H -0.925 0.437 3.995  -1.247
86 H 1.760 -0.697 6.920  0.484
87 H 0.133 -0.163 7.329  0.324
88 H 2.372 1.717 6.417  0.257
89 H 1.826 1.489 8.077  0.411
90 H 0.744 2.194 6.886  0.298
91 H 3.307 -0.017 5.175  0.368
92 H 3.350 -1.050 3.744  0.206
93 H 2.818 -1.711 5.279  0.349
94 H 1.625 -0.829 2.450  -0.697
95 N 0.102 -2.702 1.690  -0.442
96 C 0.650 -3.637 1.024  0.137
97 C 1.987 -4.038 1.522  -0.662
98 C 2.208 -5.320 2.011  -0.167
99 C 3.467 -5.674 2.466  -0.750
100 C 4.505 -4.758 2.425  -0.535
101 C 4.286 -3.482 1.928  -1.060
102 C 3.027 -3.118 1.490  0.299
103 C 0.164 -4.358 -0.150  0.410
104 C -1.184 -4.658 -0.317  0.536
105 C -1.612 -5.384 -1.410  -0.489
106 C -0.698 -5.797 -2.364  -0.671
107 C 0.649 -5.499 -2.210  -0.646
108 C 1.085 -4.790 -1.109  -0.217
109 H 1.397 -6.032 2.034  0.512
110 H 3.640 -6.671 2.844  0.423
111 H 5.488 -5.037 2.773  0.429
112 H 5.097 -2.769 1.878  0.481
113 H 2.852 -2.136 1.064  0.605
114 H -1.890 -4.351 0.444  -0.055
115 H -2.654 -5.646 -1.513  0.222
116 H -1.030 -6.366 -3.218  0.436
117 H 1.367 -5.836 -2.945  0.463
118 H 2.132 -4.550 -0.991  0.473

**Maximum force**: 1.701 eV/A
**Energy relative to the best compared isomer or geometry (same formula, charge and spin)**: 41.0 kcal per mole
**2S+1**: 1
**Charge**: +1
**Orbital gap**: 6.19 eV